Entry from the Open Molecules 2025 dataset: a 2-piece molecular cluster, C3H2FP overall at a distorted geometry (ωB97M-V/def2-TZVPD).

Each line ends with the natural charge from an NBO analysis.
Atoms and positions in Å:
1 C 0.7333 -0.3720 1.3546  -0.4140
2 C 1.6734 0.3113 1.6111  0.4293
3 C -1.5885 0.0548 -1.7836  -0.7508
4 F 2.7513 0.9561 1.7937  -0.2523
5 P -1.7964 -0.5188 -3.2181  0.5429
6 H -0.2324 -0.6335 0.9726  0.2372
7 H -1.5407 0.2021 -0.7303  0.2077

Computed properties:
SMILES ... C#CF.C#P
Total energy ... -15144.3739 eV
Gap between HOMO and LUMO ... 10.60 eV
Highest occupied orbital energy ... -0.377 hartree
Max |F| ... 2.46 eV Å⁻¹
Molecular weight ... 88.0 g mol⁻¹

---

Entry from the Open Molecules 2025 dataset: a 2-piece molecular cluster, C10H11NO3S overall at a distorted geometry (ωB97M-V/def2-TZVPD).

Each line ends with the natural charge from an NBO analysis.
Atoms and positions in Å:
1 C 2.1396 1.6376 -0.0953  -0.1148
2 C 0.9166 1.3457 0.5800  -0.1324
3 C 2.0721 1.6128 -1.5006  -0.2206
4 C -0.2752 1.1993 -0.0829  -0.2418
5 C 0.8904 1.2311 -2.1713  -0.2030
6 C -0.2808 1.1026 -1.4411  0.0662
7 C -1.6991 1.1145 -3.5153  0.7505
8 C -0.2172 -1.8835 1.4098  -0.2649
9 C -1.5926 0.9923 -2.2492  -0.5123
10 C -0.8989 -2.7100 -0.6314  -0.4381
11 N -0.0734 -1.9123 0.1517  -0.5449
12 O -1.9578 1.1288 -4.6398  -0.3914
13 O 2.6475 -1.1572 0.3309  -0.9310
14 O 2.1547 -3.3195 -0.4882  -0.9353
15 S 1.9569 -1.9028 -0.5995  1.7355
16 H 3.0941 1.8464 0.2268  0.2276
17 H 0.8076 1.5831 1.7018  0.2281
18 H 2.8825 2.1202 -2.0556  0.2253
19 H -1.1547 1.3877 0.5334  0.2332
20 H 0.9303 1.0284 -3.2838  0.2246
21 H 0.5191 -1.4808 2.0702  0.1918
22 H -1.1093 -2.4297 1.9183  0.1577
23 H -2.5133 0.8546 -1.7457  0.2855
24 H -1.1901 -2.2436 -1.7115  0.1869
25 H -0.3290 -3.6872 -0.6706  0.2247
26 H -1.9063 -2.7600 -0.1071  0.1930

Computed properties:
Spin multiplicity ... 3
Total energy ... -29007.7223 eV
Gap between HOMO and LUMO (alpha / beta) ... 3.75 / 3.73 eV
Highest occupied orbital energy (alpha / beta) ... -0.153 / -0.293 hartree
Max |F| ... 5.93 eV Å⁻¹
Molecular weight ... 225.3 g mol⁻¹

---

Entry from the Open Molecules 2025 dataset: a single C5H8OS molecule at a distorted geometry (ωB97M-V/def2-TZVPD).

Each line ends with the natural charge from an NBO analysis.
Atoms and positions in Å:
1 C 0.6825 1.0048 -0.4079  -0.0177
2 C 1.4807 0.0536 -0.7161  -0.2587
3 C -2.2859 -0.4711 -0.2543  -0.0093
4 C -1.7232 0.6369 0.7580  -0.5362
5 C 2.7431 -0.3012 -0.0379  -0.6527
6 O -1.3667 -1.2245 -0.7894  -0.8340
7 S -0.7164 1.8469 -0.1758  0.5742
8 H 1.0201 -0.8120 -1.2264  0.3367
9 H -3.0048 -0.9753 0.4081  0.1510
10 H -2.8027 0.1254 -1.0421  0.1045
11 H -2.3782 1.1977 1.2884  0.2089
12 H -0.9711 0.1641 1.4234  0.2251
13 H 3.7418 0.0523 -0.3861  0.2475
14 H 2.7602 -1.3513 0.0974  0.2382
15 H 2.8207 0.0537 1.0607  0.2226

Computed properties:
Total energy ... -18191.8732 eV
Gap between HOMO and LUMO (alpha / beta) ... 5.79 / 5.79 eV
Highest occupied orbital energy (alpha / beta) ... -0.269 / -0.269 hartree
Max |F| ... 4.00 eV Å⁻¹
Molecular weight ... 116.2 g mol⁻¹